This record from OMol25 describes a structure of composition C22H16BF2HfNO6S at a distorted geometry. The level of theory is ωB97M-V/def2-TZVPD.

Positions of all 50 atoms, in Å:
C 0.04 5.20 -0.43
C -0.57 4.42 -1.35
C -1.20 3.54 -2.58
C -2.79 3.28 -2.42
C -3.22 1.71 -2.35
C -2.26 0.82 -1.41
C -1.15 -0.13 -2.01
C -0.16 -0.98 -1.08
C -0.21 -0.92 0.50
C -1.36 0.00 1.09
S -1.65 0.17 2.91
C -2.36 0.86 0.16
C -3.50 1.78 0.84
B -2.94 3.21 1.39
O -3.87 4.33 1.41
O -1.59 3.42 1.89
C 0.83 -1.75 1.41
O 0.93 -1.66 2.65
C 1.83 -2.73 0.59
C 1.86 -2.81 -0.98
C 2.85 -3.76 -1.79
C 3.89 -4.70 -1.06
C 3.90 -4.62 0.52
C 2.90 -3.68 1.33
N 3.05 -3.71 2.81
C 3.02 -5.09 3.35
O 3.98 -5.88 3.42
F 1.77 -5.53 3.90
C 4.22 -2.93 3.28
O 4.16 -2.28 4.35
F 5.44 -2.87 2.55
C 0.90 -1.90 -1.86
O 0.97 -1.92 -3.12
H 0.66 5.85 0.29
H -0.56 2.60 -2.73
H -1.04 4.19 -3.53
H -3.29 3.78 -3.33
H -3.19 3.87 -1.50
H -3.12 1.31 -3.43
H -4.33 1.70 -2.00
H -1.09 -0.19 -3.17
H -0.35 0.45 3.40
H -4.38 1.98 0.13
H -3.97 1.24 1.76
H -3.81 4.79 0.53
H -0.99 3.19 1.14
H 2.84 -3.81 -2.95
H 4.62 -5.40 -1.62
H 4.68 -5.29 1.05
Hf -0.36 6.88 -1.93

Properties
**Orbital gap**: 2.5 eV
**E_tot**: -55035.613 eV
**Total charge**: +4
**HOMO**: -18.860 eV